Entry 1:
{"formula": "C19H38AsBrF7NO6PS2", "method": "wB97M-V/def2-TZVPD", "elements": ["C", "O", "C", "C", "C", "C", "C", "C", "C", "C", "C", "C", "C", "C", "As", "Br", "C", "C", "C", "S", "O", "O", "O", "P", "N", "S", "O", "O", "C", "F", "F", "C", "F", "F", "C", "F", "F", "F", "H", "H", "H", "H", "H", "H", "H", "H", "H", "H", "H", "H", "H", "H", "H", "H", "H", "H", "H", "H", "H", "H", "H", "H", "H", "H", "H", "H", "H", "H", "H", "H", "H", "H", "H", "H", "H", "H"], "positions_angstrom": [[-6.899, -0.123, -0.284], [-5.505, -0.154, -0.430], [-4.858, 1.102, -0.421], [-3.784, 1.173, 0.673], [-2.534, 1.934, 0.254], [-2.587, 3.442, 0.574], [-1.267, 4.038, 1.049], [-0.420, 4.597, -0.094], [1.024, 4.879, 0.307], [1.937, 3.647, 0.464], [1.552, 2.423, -0.360], [2.668, 1.379, -0.423], [2.448, 0.403, -1.586], [1.324, -0.595, -1.387], [1.426, -1.883, 0.155], [-1.052, -1.748, 0.299], [1.366, -3.189, 1.711], [1.317, -2.463, 3.062], [-0.068, -2.331, 3.728], [-0.690, -0.679, 4.015], [-1.958, -0.482, 3.379], [-0.650, -0.439, 5.428], [0.373, 0.263, 3.314], [3.814, -2.030, 0.230], [4.470, -1.168, 1.402], [1.260, -3.833, -1.354], [-0.077, -3.963, -1.898], [1.654, -4.986, -0.557], [2.412, -3.950, -2.828], [2.379, -5.267, -3.187], [3.696, -3.657, -2.499], [2.099, -3.152, -4.136], [2.857, -3.754, -5.112], [2.537, -1.867, -4.041], [0.651, -3.179, -4.693], [-0.151, -2.343, -4.034], [0.714, -2.754, -5.978], [0.153, -4.417, -4.684], [-7.326, -0.934, -0.867], [-7.188, -0.285, 0.754], [-7.336, 0.805, -0.645], [-4.367, 1.229, -1.385], [-5.570, 1.913, -0.275], [-4.235, 1.613, 1.559], [-3.522, 0.154, 0.927], [-1.690, 1.498, 0.781], [-2.394, 1.796, -0.813], [-2.967, 3.999, -0.279], [-3.311, 3.575, 1.376], [-0.710, 3.338, 1.668], [-1.513, 4.886, 1.686], [-0.513, 3.965, -0.970], [-0.871, 5.548, -0.370], [0.971, 5.368, 1.278], [1.447, 5.612, -0.373], [2.938, 3.929, 0.142], [2.045, 3.362, 1.506], [1.225, 2.724, -1.350], [0.710, 1.933, 0.127], [2.668, 0.880, 0.536], [3.638, 1.846, -0.562], [3.382, -0.025, -1.936], [2.127, 1.021, -2.426], [0.427, -0.028, -1.161], [1.074, -1.165, -2.278], [1.530, -0.710, 1.155], [2.230, -3.837, 1.709], [0.473, -3.789, 1.609], [1.835, -1.512, 3.049], [1.886, -3.097, 3.734], [-0.850, -2.825, 3.165], [-0.043, -2.785, 4.709], [-0.140, 0.918, 2.824], [4.101, -3.393, 0.470], [4.445, -1.774, -1.009], [3.760, -0.626, 1.878]], "atomic_forces_ev_per_a": [[-0.009, -0.318, 0.000], [-0.191, 0.065, -0.062], [0.630, -0.001, 0.311], [-0.418, -0.217, -0.342], [-0.271, 0.565, 0.287], [0.012, -0.571, 0.428], [-0.285, 0.569, -0.451], [-0.044, 0.125, 0.331], [-0.305, -0.352, 0.343], [0.206, 0.069, -0.557], [0.129, -0.102, 0.601], [-0.366, 0.145, -0.440], [0.017, 0.113, -0.081], [-0.377, -0.284, -0.060], [1.060, 1.828, 1.035], [-0.793, 0.020, 0.054], [-0.483, 0.173, 0.273], [-0.083, -0.397, 0.103], [0.278, 0.161, -0.517], [-0.866, -0.422, 0.889], [0.038, 0.132, -0.374], [0.462, 0.034, 0.090], [0.109, 0.139, 0.001], [0.578, 0.319, 0.888], [-0.212, -0.060, -0.211], [-0.984, -1.065, 0.942], [0.054, 0.247, -0.847], [0.822, -0.032, -0.024], [0.110, -0.730, -0.948], [-0.004, 0.545, 0.142], [-0.392, 0.064, 0.107], [0.856, -0.388, -0.440], [-0.211, 0.382, 0.374], [-0.466, -0.613, 0.102], [-0.221, 0.243, -0.132], [0.215, -0.256, -0.314], [-0.156, -0.160, 0.400], [0.181, 0.566, -0.074], [-0.010, -0.158, -0.109], [-0.085, 0.125, 0.240], [-0.057, 0.244, -0.036], [-0.037, 0.071, -0.274], [-0.264, 0.109, -0.170], [0.117, 0.042, 0.302], [0.119, -0.271, -0.009], [0.254, -0.144, -0.045], [0.350, -0.219, -0.189], [-0.043, 0.200, -0.158], [-0.198, 0.038, 0.104], [0.087, -0.261, 0.020], [0.143, 0.090, 0.301], [0.194, -0.231, -0.190], [-0.124, 0.137, -0.181], [0.085, 0.288, 0.116], [0.215, -0.032, -0.249], [0.212, 0.140, 0.071], [-0.107, -0.062, 0.248], [0.050, 0.028, -0.317], [-0.415, 0.029, -0.166], [0.387, -0.226, 0.157], [0.170, 0.194, 0.075], [0.160, -0.357, 0.233], [-0.021, 0.070, -0.253], [-0.254, -0.048, 0.211], [0.166, -0.011, -0.092], [0.040, -0.099, -0.064], [0.181, -0.091, -0.353], [-0.077, -0.265, -0.292], [0.114, 0.162, -0.083], [0.254, -0.001, 0.166], [-0.132, 0.032, -0.311], [-0.064, 0.117, 0.337], [-0.014, 0.086, -0.307], [-0.012, -0.102, -0.592], [-0.049, -0.320, -0.063], [0.045, 0.158, 0.094]], "total_charge": -1, "gap_ev": 8.0290, "e_homo_ev": -5.44}

***

Entry 2:
{"formula": "C19H38B2O13", "method": "wB97M-V/def2-TZVPD", "elements": ["C", "C", "O", "B", "O", "C", "C", "C", "B", "O", "O", "C", "O", "O", "C", "O", "H", "H", "H", "H", "H", "H", "H", "H", "H", "H", "C", "O", "C", "C", "O", "C", "C", "O", "C", "H", "H", "H", "H", "H", "H", "H", "H", "H", "H", "H", "H", "H", "H", "C", "O", "C", "C", "O", "C", "C", "O", "C", "H", "H", "H", "H", "H", "H", "H", "H", "H", "H", "H", "H", "H", "H"], "positions_angstrom": [[-1.725, 3.836, 4.513], [-1.185, 2.854, 3.418], [-1.140, 3.507, 2.116], [-1.298, 2.494, 1.161], [-2.647, 2.319, 0.670], [-0.284, 1.450, 0.523], [0.302, 0.296, 1.102], [0.288, -0.189, 2.590], [1.757, 0.414, 3.053], [2.019, 1.189, 4.193], [2.871, 0.229, 2.155], [0.845, -0.452, -0.147], [0.561, -1.623, -0.284], [1.126, 0.328, -1.275], [0.480, 1.497, -0.812], [0.946, 2.554, -1.167], [-2.802, 4.059, 4.273], [-1.121, 4.778, 4.557], [-1.637, 3.350, 5.528], [-1.813, 1.915, 3.413], [-0.116, 2.528, 3.601], [-2.748, 1.360, 0.563], [-0.480, 0.296, 3.233], [0.391, -1.296, 2.722], [2.640, 1.906, 4.001], [2.983, -0.743, 2.063], [3.878, -6.206, -0.923], [4.284, -6.006, 0.417], [4.944, -4.763, 0.608], [4.738, -4.258, 2.027], [3.438, -3.716, 2.262], [2.366, -4.652, 2.334], [2.380, -5.528, 3.578], [3.341, -6.566, 3.446], [3.855, -6.990, 4.692], [4.750, -6.313, -1.576], [3.286, -7.120, -0.964], [3.251, -5.376, -1.266], [4.569, -4.012, -0.098], [6.014, -4.920, 0.423], [5.428, -3.425, 2.186], [4.989, -5.015, 2.770], [2.310, -5.247, 1.423], [1.458, -4.042, 2.369], [1.399, -6.002, 3.702], [2.594, -4.909, 4.456], [4.300, -6.151, 5.237], [4.638, -7.725, 4.501], [3.069, -7.457, 5.295], [-1.487, 4.110, -2.290], [-2.569, 4.441, -3.139], [-2.165, 5.200, -4.268], [-3.091, 4.946, -5.447], [-2.874, 3.692, -6.091], [-3.303, 2.529, -5.386], [-4.815, 2.379, -5.312], [-5.355, 3.244, -4.321], [-6.682, 3.634, -4.607], [-1.081, 5.011, -1.820], [-1.857, 3.438, -1.515], [-0.703, 3.590, -2.848], [-1.138, 4.947, -4.558], [-2.203, 6.261, -3.989], [-2.871, 5.700, -6.208], [-4.139, 5.074, -5.175], [-2.840, 2.474, -4.400], [-2.914, 1.685, -5.963], [-5.067, 1.351, -5.024], [-5.249, 2.595, -6.294], [-6.743, 4.121, -5.586], [-6.992, 4.353, -3.849], [-7.354, 2.770, -4.574]], "atomic_forces_ev_per_a": [[0.117, -0.459, -0.256], [0.965, 0.146, 0.854], [-0.046, -1.651, -0.590], [-2.571, 0.987, -0.708], [2.146, -0.348, 1.376], [2.568, -3.695, 0.819], [-1.522, 2.186, -1.220], [1.973, 0.689, -0.470], [1.547, 0.506, -0.274], [-1.317, -0.343, -1.470], [-1.404, -0.860, 1.412], [-2.350, -3.229, 0.213], [1.564, 1.015, 0.411], [-1.809, 0.419, 3.029], [2.334, 3.754, 0.514], [-1.345, -0.809, -0.631], [1.121, -0.077, 0.400], [-0.583, -0.809, -0.270], [-0.243, 0.394, -1.101], [0.307, 0.983, -0.125], [-1.206, 0.368, 0.329], [-0.242, 0.312, -0.645], [0.306, -0.733, -0.822], [-0.611, 0.839, -0.409], [0.314, -0.463, 0.159], [0.100, 0.649, -0.419], [0.093, -0.060, 0.177], [-0.269, 0.180, -0.061], [-0.051, -0.352, 0.215], [0.135, 0.222, -0.120], [0.064, -0.066, 0.048], [-0.215, 0.109, 0.113], [0.132, -0.296, -0.398], [0.247, 0.220, 0.164], [-0.096, -0.095, -0.235], [-0.062, 0.050, -0.136], [0.100, -0.001, 0.072], [0.065, 0.028, -0.091], [-0.009, -0.003, 0.030], [0.082, 0.227, 0.016], [-0.083, 0.038, -0.068], [-0.097, -0.183, -0.150], [0.088, -0.182, 0.114], [0.054, 0.032, 0.043], [-0.138, 0.218, 0.069], [0.006, 0.026, 0.007], [-0.063, 0.014, 0.102], [-0.094, 0.005, -0.063], [0.056, 0.040, 0.139], [-0.190, 0.079, -0.129], [0.118, -0.242, -0.122], [-0.371, -0.099, 0.197], [0.197, 0.076, -0.111], [-0.105, -0.007, 0.209], [-0.041, -0.033, -0.251], [0.182, 0.063, 0.490], [-0.069, 0.249, -0.242], [0.183, -0.089, 0.203], [0.178, -0.066, 0.039], [-0.122, 0.122, -0.067], [0.087, 0.117, 0.029], [-0.028, -0.012, -0.014], [0.098, 0.107, -0.192], [0.087, -0.083, -0.010], [0.043, -0.082, 0.237], [-0.216, 0.096, 0.116], [-0.044, 0.081, -0.084], [0.050, -0.123, -0.218], [0.024, 0.010, -0.020], [-0.075, -0.069, -0.070], [0.063, -0.087, 0.026], [-0.107, 0.048, -0.107]], "total_charge": 0, "e_above_lowest_kj_mol": 211.7, "gap_ev": 8.2662, "smiles": "CCOB(O)C1=C(CB(O)O)C(=O)OC1=O.COCCOCCOC.COCCOCCOC", "e_homo_ev": -8.94}